No. 1
Here is a cluster of 2 separate species, C4H14N3 in total from OMol25. Energies are from ωB97M-V with the def2-TZVPD basis set.

Its net charge is +1. For the highest occupied orbital energy, the calculation gives -13.269 eV. The largest force on an atom is 0.6 eV/A. For the total energy, the calculation gives -324.8423 Ha.

```
21
Properties=species:S:1:pos:R:3:mulliken_charge:R:1
C -0.165 0.610 2.529 -0.990
C 0.040 -0.879 2.302 -0.376
N -0.371 -1.248 0.923 -0.540
H -1.189 0.901 2.295 0.315
H 0.014 0.878 3.574 0.349
H 0.510 1.218 1.924 0.157
H 1.094 -1.112 2.406 0.294
H -0.525 -1.437 3.043 0.353
H -0.401 -2.261 0.867 0.236
H -1.341 -0.965 0.825 0.230
C -1.150 -0.168 -2.690 -0.788
N 1.805 1.053 -0.905 -0.277
C 0.591 0.665 -1.218 0.449
N 0.212 0.296 -2.405 -0.187
H -1.349 -0.018 -3.744 0.332
H -1.857 0.423 -2.121 0.313
H -1.239 -1.225 -2.461 0.301
H 2.534 1.116 -1.601 0.213
H 2.049 1.222 0.056 0.234
H -0.147 0.660 -0.436 0.142
H 0.884 0.270 -3.160 0.240
```


No. 2
Here is a structure of composition C3H6S in a non-equilibrium geometry from OMol25. Energies are from ωB97M-V with the def2-TZVPD basis set.

Its net charge is 0. For the highest occupied orbital energy, the calculation gives -8.643 eV. The largest force on an atom is 4.4 eV/A. For the total energy, the calculation gives -516.0336 Ha.

```
10
Properties=species:S:1:pos:R:3:mulliken_charge:R:1
C -0.309 0.069 -0.653 -0.489
C -0.745 0.605 0.623 -0.550
C 0.961 -0.706 -0.145 -0.510
H 0.012 0.877 -1.299 0.274
H -1.042 -0.660 -0.980 0.270
H -1.331 1.646 0.502 0.276
H -1.319 -0.062 1.176 0.315
H 1.846 -0.549 -0.835 0.291
H 0.838 -1.732 0.318 0.295
S 1.088 0.512 1.294 -0.172
```


No. 3
Here is a cluster of 4 separate species, C34H62IN2O12P3S in total in a non-equilibrium geometry from OMol25. Energies are from ωB97M-V with the def2-TZVPD basis set.

Its net charge is 0. For the highest occupied orbital energy, the calculation gives -8.239 eV. The largest force on an atom is 8.2 eV/A. For the total energy, the calculation gives -4065.1556 Ha. The SMILES is NCCCCc1cccc2c1Sc1cc(I)ccc1N2.CCOP(=O)(OCC)OCC.CCOP(=O)(OCC)OCC.CCOP(=O)(OCC)OCC.

```
115
Properties=species:S:1:pos:R:3:mulliken_charge:R:1
N 3.378 6.379 -1.995 -0.520
C 2.377 6.446 -0.918 -0.215
C 0.945 6.524 -1.443 -1.011
C 0.590 5.234 -2.241 -0.005
C -0.413 4.318 -1.508 -1.589
C 0.338 3.522 -0.446 0.175
C 0.253 3.793 0.916 -0.741
C 0.990 3.055 1.825 -0.633
C 1.820 2.010 1.444 -0.734
C 1.921 1.741 0.088 -0.678
C 1.187 2.482 -0.839 1.689
S 1.448 2.019 -2.546 -0.190
C 3.203 1.718 -2.524 0.748
C 4.025 2.124 -3.562 -0.646
C 5.387 1.886 -3.453 -0.190
I 6.668 2.465 -5.023 0.075
C 5.893 1.272 -2.315 -0.459
C 5.046 0.856 -1.299 -0.670
C 3.681 1.075 -1.382 0.107
N 2.780 0.663 -0.347 -0.420
H 2.963 6.451 -2.913 0.181
H 4.100 7.073 -1.882 0.245
H 2.564 7.348 -0.323 0.262
H 2.501 5.561 -0.283 0.096
H 0.266 6.611 -0.588 0.401
H 0.808 7.366 -2.127 0.389
H 1.530 4.726 -2.463 0.146
H 0.148 5.470 -3.216 0.400
H -0.832 3.597 -2.213 0.239
H -1.182 4.895 -0.992 0.591
H -0.407 4.592 1.237 0.420
H 0.942 3.288 2.884 0.432
H 2.355 1.441 2.191 0.502
H 3.572 2.620 -4.412 0.425
H 6.967 1.136 -2.262 0.363
H 5.465 0.384 -0.418 0.454
H 2.151 -0.021 -0.773 0.314
O -3.501 -1.277 -3.927 -0.836
P -2.477 -2.170 -4.530 1.008
O -2.616 -3.569 -3.698 -0.206
C -3.789 -4.370 -3.883 -0.139
C -3.768 -5.107 -5.209 -1.015
O -1.119 -1.541 -3.863 -0.441
C -1.085 -0.230 -3.295 -0.065
C -1.208 -0.311 -1.787 -0.891
O -1.661 -2.775 -5.789 -0.326
C -0.252 -3.048 -5.811 -0.185
C 0.200 -4.103 -4.828 -0.913
H -4.683 -3.745 -3.802 0.339
H -3.813 -5.089 -3.065 0.072
H -3.836 -4.411 -6.049 0.374
H -4.607 -5.801 -5.274 0.394
H -2.838 -5.665 -5.325 0.161
H -1.854 0.409 -3.726 0.359
H -0.122 0.208 -3.555 0.103
H -2.090 -0.879 -1.492 0.395
H -1.268 0.687 -1.347 0.245
H -0.341 -0.824 -1.364 0.178
H 0.314 -2.125 -5.696 0.236
H -0.048 -3.404 -6.822 0.364
H 0.111 -3.762 -3.798 0.223
H 1.248 -4.346 -5.009 0.417
H -0.395 -5.010 -4.925 0.182
O 1.688 5.156 5.202 -0.750
P 1.428 6.485 5.855 1.228
O 2.949 7.099 5.601 -0.320
C 3.324 7.486 4.280 -0.325
C 2.678 8.795 3.858 -0.996
O 1.553 6.024 7.421 -0.392
C 1.262 4.691 7.846 -0.349
C 2.542 3.899 8.013 -1.140
O 0.881 7.969 6.249 -0.391
C 1.075 8.617 7.517 -0.222
C 2.516 8.902 7.871 -0.882
H 3.073 6.687 3.574 0.269
H 4.409 7.593 4.282 0.298
H 1.595 8.687 3.759 0.267
H 3.075 9.126 2.897 0.415
H 2.857 9.572 4.601 0.216
H 0.576 4.198 7.159 0.352
H 0.751 4.769 8.808 0.331
H 3.148 3.930 7.108 0.286
H 2.324 2.857 8.254 0.382
H 3.146 4.321 8.817 0.316
H 0.574 8.059 8.306 0.254
H 0.543 9.566 7.433 0.344
H 3.076 7.989 8.066 0.244
H 2.554 9.515 8.773 0.398
H 3.022 9.429 7.063 0.172
O -3.479 -7.861 -2.380 -0.789
P -3.971 -8.449 -1.107 1.123
O -2.612 -8.782 -0.263 -0.282
C -1.834 -7.693 0.245 -0.313
C -2.482 -7.044 1.456 -0.961
O -4.369 -9.954 -1.620 -0.347
C -4.576 -10.256 -3.000 -0.317
C -3.341 -10.904 -3.591 -1.140
O -5.000 -8.518 0.137 -0.372
C -5.526 -9.723 0.714 -0.190
C -4.490 -10.627 1.340 -0.907
H -1.667 -6.956 -0.545 0.272
H -0.864 -8.105 0.521 0.306
H -3.414 -6.544 1.184 0.267
H -1.814 -6.301 1.894 0.410
H -2.725 -7.791 2.211 0.194
H -4.865 -9.368 -3.560 0.336
H -5.415 -10.953 -3.050 0.324
H -2.454 -10.293 -3.421 0.277
H -3.460 -11.059 -4.664 0.387
H -3.158 -11.871 -3.119 0.312
H -6.136 -10.256 -0.012 0.237
H -6.212 -9.387 1.495 0.348
H -3.836 -11.073 0.592 0.254
H -4.987 -11.438 1.873 0.398
H -3.861 -10.077 2.040 0.180
```


No. 4
Here is a cluster of 2 separate species, C4H10O in total in a non-equilibrium geometry from OMol25. Energies are from ωB97M-V with the def2-TZVPD basis set.

Its net charge is -1. For the highest occupied orbital energy (spin up / spin down), the calculation gives 1.343 / -5.318 eV. The largest force on an atom is 3.5 eV/A. For the total energy, the calculation gives -233.5509 Ha. Its spin multiplicity is 2.

```
15
Properties=species:S:1:pos:R:3:mulliken_charge:R:1
C 1.433 -0.634 -1.167 -1.382
C 0.756 -0.720 0.211 -1.147
C 0.003 0.377 0.586 -0.661
C -0.455 0.435 2.025 -1.594
H 2.046 0.274 -1.305 0.396
H 1.880 -1.584 -1.485 0.410
H 0.649 -0.529 -1.922 0.322
H 1.013 -1.530 0.875 0.532
H -0.194 1.205 -0.082 0.907
H -1.430 0.874 2.285 0.735
H -0.425 -0.591 2.396 0.384
H 0.220 1.032 2.672 0.349
H -1.607 -0.242 -1.371 0.453
H -2.058 1.237 -1.650 0.476
O -1.830 0.396 -2.069 -1.180
```


No. 5
Here is a cluster of 4 separate species, C3H11NO3 in total in a non-equilibrium geometry from OMol25. Energies are from ωB97M-V with the def2-TZVPD basis set.

Its net charge is 0. For the highest occupied orbital energy, the calculation gives -8.742 eV. The largest force on an atom is 7.6 eV/A. For the total energy, the calculation gives -401.2367 Ha. The SMILES is C=CN=C.O.O.O.

```
18
Properties=species:S:1:pos:R:3:mulliken_charge:R:1
C -2.058 0.326 1.080 -0.165
C -1.889 1.464 0.547 -0.596
C 0.060 -0.949 1.522 -0.272
N -1.218 -0.886 1.039 -0.390
H -2.926 0.199 1.622 0.421
H -0.938 1.833 0.280 0.245
H -2.749 1.979 0.076 0.225
H 0.092 -0.812 2.698 0.218
H 0.773 -1.526 1.029 0.316
H -0.502 -1.047 -0.888 0.358
H -0.819 -1.204 -2.450 0.289
O -0.232 -1.331 -1.719 -0.703
H 2.077 0.742 -0.403 0.406
H 1.924 2.315 0.058 0.268
O 1.562 1.420 0.062 -0.628
H 1.481 -0.903 -1.503 0.386
H 3.014 -1.117 -1.419 0.320
O 2.347 -0.502 -1.630 -0.699
```


No. 6
Here is a cluster of 3 separate species, C3H13NO2 in total in a non-equilibrium geometry from OMol25. Energies are from ωB97M-V with the def2-TZVPD basis set.

Its net charge is 0. For the highest occupied orbital energy, the calculation gives -9.429 eV. The largest force on an atom is 1.9 eV/A. For the total energy, the calculation gives -327.3234 Ha. The SMILES is CC(C)N.O.O.

```
19
Properties=species:S:1:pos:R:3:mulliken_charge:R:1
C 2.187 -0.596 0.370 -1.287
C 1.051 0.252 0.973 0.466
C 1.079 1.672 0.456 -1.465
N -0.285 -0.349 0.767 -0.571
H 1.863 -1.217 -0.448 0.351
H 3.031 0.063 0.158 0.335
H 2.583 -1.293 1.123 0.335
H 1.140 0.278 2.022 0.290
H 0.206 2.213 0.814 0.374
H 1.958 2.163 0.883 0.400
H 1.228 1.695 -0.624 0.351
H -0.202 -1.347 0.906 0.207
H -0.624 -0.289 -0.192 0.264
H -2.119 -0.881 -1.961 0.320
H -2.101 -2.406 -1.784 0.308
O -1.906 -1.712 -2.418 -0.642
H -3.051 1.231 -0.795 0.318
H -2.971 0.232 0.352 0.314
O -3.066 0.291 -0.601 -0.668
```


No. 7
Here is an isolated molecule of C7H10 from OMol25. Energies are from ωB97M-V with the def2-TZVPD basis set.

Its net charge is 0. For the highest occupied orbital energy (spin up / spin down), the calculation gives -7.178 / -6.938 eV. The largest force on an atom is 0.6 eV/A. For the total energy, the calculation gives -272.5293 Ha.

```
17
Properties=species:S:1:pos:R:3:mulliken_charge:R:1
C 0.393 1.500 -0.939 -0.654
C 1.735 0.830 -0.812 -0.611
C 0.511 0.196 -0.193 0.695
C -0.941 -0.852 -0.812 -0.688
C -1.598 -0.695 0.420 -0.382
C -0.710 -1.137 1.528 -0.464
C 0.401 -0.194 1.155 -0.675
H -0.087 1.522 -1.915 0.249
H 0.200 2.381 -0.330 0.210
H 2.125 0.338 -1.700 0.186
H 2.505 1.281 -0.184 0.288
H -1.388 -0.421 -1.710 0.424
H -0.452 -1.811 -1.001 0.219
H -2.337 0.086 0.579 0.312
H -0.412 -2.197 1.485 0.216
H -1.098 -0.931 2.532 0.301
H 1.151 0.103 1.896 0.375
```